Record 1
6
Properties=species:S:1:pos:R:3:nbo_charge:R:1 method="wB97M-V/def2-TZVPD" total_charge=-1 total_energy_ev=-31666.7819 orbital_gap_ha=0.243 lumo_energy_ev=3.9
C -1.35 0.12 0.20 1.06
N 0.88 -0.39 -0.57 -0.78
O -1.13 1.23 0.49 -0.56
O -1.82 -0.94 0.02 -0.57
Cl 1.43 -0.78 1.05 -0.09
Cl 1.98 0.77 -1.19 -0.06

=====

Record 2
7
Properties=species:S:1:pos:R:3:nbo_charge:R:1 method="wB97M-V/def2-TZVPD" total_charge=-1 total_energy_ev=-42502.1617 orbital_gap_ha=0.254 lumo_energy_ev=3.1
C -1.24 -0.35 -0.25 0.13
N -0.41 0.60 0.27 -0.69
O 1.96 -0.52 0.66 -1.02
O 1.81 1.85 0.59 -1.02
S 1.34 0.59 0.01 1.68
Cl -2.85 -0.14 -0.96 -0.02
Cl -0.61 -2.03 -0.32 -0.06

=====

Record 3
6
Properties=species:S:1:pos:R:3:nbo_charge:R:1 method="wB97M-V/def2-TZVPD" total_energy_ev=-41007.9179 orbital_gap_ha="0.281 / 0.277" lumo_energy_ev="-2.8 / -2.8"
C 1.07 0.03 -0.45 -0.34
O -1.15 -1.16 0.36 -0.84
O -1.46 1.12 -0.42 -0.81
S -0.58 0.14 0.28 1.81
Cl 2.09 1.23 0.41 0.02
Cl 1.53 -1.49 0.01 0.16

=====

Record 4
5
Properties=species:S:1:pos:R:3:nbo_charge:R:1 method="wB97M-V/def2-TZVPD" total_energy_ev=-47748.4368 orbital_gap_ha="0.222 / 0.274" lumo_energy_ev="-1.8 / -1.0"
C -0.51 -0.53 0.62 -0.34
S -1.59 -0.52 1.69 0.29
S 1.14 0.87 -1.86 -0.22
Cl 0.31 -1.44 -0.33 0.31
Cl 0.64 1.62 -0.12 -0.04

=====

Record 5
8
Properties=species:S:1:pos:R:3:nbo_charge:R:1 method="wB97M-V/def2-TZVPD" total_charge=-1 total_energy_ev=-64369.0047 orbital_gap_ha="0.182 / 0.284" lumo_energy_ev="1.4 / 2.9"
C 1.11 -1.30 0.81 -0.21
O -0.67 0.86 -2.08 -0.93
O -0.68 2.31 -0.09 -0.93
S -2.69 0.22 -0.10 -0.58
S -0.98 1.01 -0.67 1.69
Cl 1.10 -3.03 0.57 -0.01
Cl 2.64 -0.62 0.24 -0.02
Cl 0.89 -0.92 2.51 0.00

=====

Record 6
8
Properties=species:S:1:pos:R:3:nbo_charge:R:1 method="wB97M-V/def2-TZVPD" total_charge=-1 total_energy_ev=-64512.3821 orbital_gap_ha="0.127 / 0.127" lumo_energy_ev="-0.7 / -0.7"
C -0.14 0.31 -0.09 -0.27
O 1.80 -1.36 -1.20 -1.08
O 0.58 -2.05 0.93 -1.04
P 1.26 -0.98 0.13 2.04
Cl -4.19 3.02 -0.77 -0.99
Cl -0.97 0.20 -1.50 0.34
Cl -0.91 0.69 1.31 0.30
Cl 2.56 0.16 1.18 -0.31

=====

Record 7
7
Properties=species:S:1:pos:R:3:nbo_charge:R:1 method="wB97M-V/def2-TZVPD" total_energy_ev=-64005.4757 orbital_gap_ha="0.332 / 0.183" lumo_energy_ev="-1.8 / -4.0"
C -0.44 -0.56 -0.33 -0.42
O -0.36 1.82 -1.44 -0.87
S -1.32 1.01 -0.76 1.33
Cl 1.23 -0.70 -0.34 0.17
Cl -1.42 -1.88 0.02 0.12
Cl 3.65 -1.35 1.61 -0.06
Cl -1.35 1.66 1.24 -0.27

=====

Record 8
7
Properties=species:S:1:pos:R:3:nbo_charge:R:1 method="wB97M-V/def2-TZVPD" total_energy_ev=-64005.6832 orbital_gap_ha=0.314 lumo_energy_ev=-1.1
C 1.41 -0.43 -0.06 -0.18
O -2.93 0.09 0.49 -0.85
S -1.56 -0.38 0.49 1.30
Cl 2.40 -1.36 -1.19 0.00
Cl 1.97 1.14 0.08 0.08
Cl -0.51 1.03 1.55 -0.20
Cl -0.77 -0.09 -1.37 -0.16

=====

Record 9
6
Properties=species:S:1:pos:R:3:nbo_charge:R:1 method="wB97M-V/def2-TZVPD" total_energy_ev=-48693.0025 orbital_gap_ha=0.264 lumo_energy_ev=-1.5
C -1.95 -0.18 -0.53 -0.48
S 2.53 1.09 -0.57 0.04
Cl 1.09 2.15 0.37 -0.13
I 2.77 -0.89 0.70 0.09
I -3.48 -0.21 0.86 0.23
I -0.96 -1.96 -0.84 0.24

=====

Record 10
8
Properties=species:S:1:pos:R:3:lowdin_spin:R:1 method="wB97M-V/def2-TZVPD" total_energy_ev=-23046.5967 orbital_gap_ha="0.263 / 0.238" lumo_energy_ev="-0.3 / -3.6" spin_multiplicity=3 s2=2.02
C -1.53 0.18 0.09 0.11
N -0.93 1.34 0.14 0.28
N 0.31 1.43 0.07 0.45
N 1.21 0.59 0.13 0.32
N -1.91 -0.92 0.04 0.24
N 1.99 0.04 -0.62 0.09
O -2.51 -1.95 0.00 0.45
Cl 3.36 -0.71 0.15 0.05

=====

Record 11
7
Properties=species:S:1:pos:R:3:nbo_charge:R:1 method="wB97M-V/def2-TZVPD" smiles="O=C(Cl)O[N+](=O)[O-]" total_energy_ev=-23235.0327 orbital_gap_ha=0.394 lumo_energy_ev=-0.6
O 1.76 0.54 -0.36 -0.54
C 0.97 -0.19 -0.89 0.72
Cl 1.18 -0.99 -2.41 -0.02
O -0.24 -0.47 -0.56 -0.49
N -0.93 0.13 0.80 0.76
O -1.65 -0.71 1.18 -0.23
O -0.58 1.18 1.07 -0.20

=====

Record 12
6
Properties=species:S:1:pos:R:3:nbo_charge:R:1 method="wB97M-V/def2-TZVPD" total_energy_ev=-38764.0241 orbital_gap_ha=0.305 lumo_energy_ev=-2.5
C 1.79 -0.40 0.24 0.17
N 2.47 -1.20 -0.17 -0.36
O -2.13 1.28 -0.56 -0.84
S 0.52 1.23 0.98 0.07
S -0.92 0.52 -0.51 1.22
Cl -1.73 -1.43 0.02 -0.26

=====

Record 13
7
Properties=species:S:1:pos:R:3:nbo_charge:R:1 method="wB97M-V/def2-TZVPD" total_charge=-2 total_energy_ev=-31040.9895 orbital_gap_ha=0.287 lumo_energy_ev=6.7
C -1.24 0.03 0.32 0.46
O 1.26 1.72 0.16 -1.15
O 1.54 -0.14 -1.60 -1.16
O -1.45 -0.15 1.43 -0.57
O 1.50 -0.73 0.89 -1.16
P 1.29 0.30 -0.16 2.43
Cl -3.57 0.25 -0.38 -0.85

=====

Record 14
13
Properties=species:S:1:pos:R:3:lowdin_spin:R:1 method="wB97M-V/def2-TZVPD" total_energy_ev=-92396.3052 orbital_gap_ha="0.260 / 0.223" lumo_energy_ev="-1.5 / -1.5" spin_multiplicity=4 s2=3.78
Co 2.09 -0.45 1.27 2.29
N 0.17 1.10 -0.66 0.00
S 0.50 2.05 0.76 0.00
O 2.06 1.52 0.96 0.03
S -0.34 -0.40 -0.31 0.01
O 0.23 -0.87 1.02 0.04
O 0.07 -1.55 -1.53 0.03
C -2.17 -0.31 0.07 0.00
F -2.42 0.52 1.06 0.00
F -2.79 0.10 -1.02 0.00
F -2.58 -1.52 0.38 0.00
Mg 2.22 1.15 -1.00 0.00
S 2.97 -1.35 -0.99 0.61

=====

Record 15
5
Properties=species:S:1:pos:R:3:lowdin_spin:R:1 method="wB97M-V/def2-TZVPD" total_energy_ev=-17246.4302 orbital_gap_ha="0.331 / 0.272" lumo_energy_ev="-0.3 / -5.0" spin_multiplicity=3 s2=2.01
C 0.53 -0.08 0.97 0.10
N 1.33 0.04 1.79 0.14
F -0.92 1.72 -1.55 0.95
F -0.08 -1.28 -1.14 0.14
P -0.86 -0.39 -0.07 0.67

=====

Record 16
8
Properties=species:S:1:pos:R:3:nbo_charge:R:1 method="wB97M-V/def2-TZVPD" total_energy_ev=-34281.6991 orbital_gap_ha="0.342 / 0.342" lumo_energy_ev="-0.7 / -0.7"
C -0.27 1.15 1.03 0.50
O 0.20 -1.86 -2.15 -0.87
O -1.04 -1.17 0.08 -0.95
O 1.07 -0.16 -0.77 -0.95
F 0.75 0.93 1.83 -0.27
F -0.38 2.44 0.94 -0.28
S 0.92 -1.56 -0.98 1.73
S -1.24 0.23 0.02 1.08

=====

Record 17
11
Properties=species:S:1:pos:R:3:nbo_charge:R:1 method="wB97M-V/def2-TZVPD" total_energy_ev=-47220.2083 orbital_gap_ha=0.311 lumo_energy_ev=-1.8
C -1.71 0.46 -0.66 0.68
N 1.18 1.46 -0.49 -1.18
N 0.81 -0.75 0.34 -1.08
O 1.44 1.07 2.03 -0.88
O 2.17 -2.81 0.60 -0.85
F -1.68 -0.65 0.20 -0.35
F -2.17 0.05 -1.86 -0.34
F -2.65 1.22 -0.12 -0.32
P -0.15 1.66 -1.15 1.16
S 1.92 0.55 0.78 1.63
S 0.85 -2.26 0.32 1.53

=====

Record 18
6
Properties=species:S:1:pos:R:3:nbo_charge:R:1 method="wB97M-V/def2-TZVPD" smiles="O=C(F)N(F)F" total_energy_ev=-12722.2687 orbital_gap_ha=0.435 lumo_energy_ev=0.4
O 0.80 0.22 -1.36 -0.46
C 0.38 0.55 -0.36 0.93
F 0.21 1.77 0.04 -0.28
N -0.42 -0.38 0.80 0.26
F 0.08 -1.65 1.00 -0.21
F -1.48 -0.69 -0.06 -0.24

=====

Record 19
6
Properties=species:S:1:pos:R:3:nbo_charge:R:1 method="wB97M-V/def2-TZVPD" smiles="O=C(F)N(F)F" total_energy_ev=-12721.9443 orbital_gap_ha=0.405 lumo_energy_ev=0.2
O -1.58 0.05 -0.99 -0.46
C -0.90 -0.14 -0.05 0.94
F -1.04 -0.45 1.27 -0.29
N 0.91 -0.29 -0.14 0.25
F 1.30 0.29 1.03 -0.22
F 1.32 0.53 -1.13 -0.21

=====

Record 20
11
Properties=species:S:1:pos:R:3:lowdin_spin:R:1 method="wB97M-V/def2-TZVPD" total_charge=+1 total_energy_ev=-73537.6240 orbital_gap_ha="0.212 / 0.199" lumo_energy_ev="-7.7 / -8.0" spin_multiplicity=5 s2=6.01
Fe 0.13 -2.91 0.73 3.72
F 2.21 -1.28 1.38 0.03
N 0.67 0.78 0.46 0.01
S 1.74 0.49 1.64 0.00
O 2.80 1.49 1.51 0.00
S -0.78 0.06 0.43 0.03
O -0.63 -1.43 0.04 0.18
C -1.41 0.61 -1.27 0.01
F -2.72 0.38 -1.27 0.00
F -1.16 1.89 -1.42 0.00
F -0.85 -0.09 -2.24 0.00